ORCA calculation (ωB97M-V with the def2-TZVPD basis set) on a structure of composition C34H31F17GeNO2Re at a distorted geometry.

```
! RIJCOSX wB97M-V def2-TZVPD def2/J DEFGRID3
* xyz 4 1
Re 1.45 -1.75 0.40
C 5.16 -3.86 5.81
C 4.20 -3.19 4.92
C 2.85 -2.99 5.28
C 2.01 -2.31 4.44
C 2.46 -1.85 3.17
N 1.57 -1.15 2.36
C 0.81 -0.18 2.91
C 1.27 0.36 4.17
C 0.51 1.20 4.93
C -0.76 1.59 4.48
C -1.63 2.47 5.27
C -1.15 1.20 3.16
C -0.40 0.40 2.34
C -0.87 0.19 0.90
O -0.03 -0.72 0.23
C -0.81 1.54 0.11
F -1.42 2.50 0.79
F -1.40 1.49 -1.10
F 0.47 1.86 -0.05
C -2.28 -0.49 0.84
F -2.24 -1.60 1.56
F -3.22 0.32 1.31
F -2.57 -0.81 -0.42
C 3.80 -2.13 2.75
C 4.65 -2.72 3.64
C 4.24 -1.67 1.37
O 3.20 -2.10 0.49
C 4.32 -0.09 1.27
F 5.37 0.34 0.64
F 4.27 0.45 2.49
F 3.21 0.36 0.60
C 5.54 -2.35 0.84
F 5.44 -3.67 1.01
F 6.58 -1.89 1.51
F 5.67 -2.09 -0.45
H 4.70 -4.26 6.71
H 5.69 -4.66 5.27
H 5.94 -3.15 6.10
H 2.48 -3.40 6.21
H 0.97 -2.18 4.70
H 2.27 0.12 4.49
H 0.90 1.59 5.87
H -1.52 2.29 6.34
H -1.31 3.51 5.10
H -2.68 2.40 4.97
H -2.09 1.59 2.81
H 5.69 -2.86 3.40
C -6.29 4.42 -4.21
C -5.79 2.97 -4.19
C -4.27 2.88 -4.08
C -3.81 1.44 -3.82
Ge -1.95 1.02 -3.95
C -0.41 1.93 -4.66
C -0.59 3.41 -5.03
C -1.29 3.56 -6.38
C -1.44 5.02 -6.79
H -7.12 4.54 -4.91
H -5.50 5.11 -4.51
H -6.65 4.72 -3.23
H -6.10 2.44 -5.10
H -6.24 2.42 -3.36
H -3.92 3.53 -3.27
H -3.82 3.27 -5.00
H -4.26 0.73 -4.54
H -4.12 1.09 -2.83
H -1.60 -0.42 -3.52
H -0.14 1.33 -5.53
H 0.37 1.75 -3.92
H 0.40 3.86 -5.09
H -1.12 3.95 -4.25
H -2.28 3.09 -6.34
H -0.73 3.01 -7.14
H -1.87 5.62 -5.98
H -2.08 5.12 -7.66
H -0.47 5.45 -7.04
F -0.22 -3.83 2.61
C 0.01 -4.31 1.40
C 0.66 -3.50 0.45
C 0.86 -4.01 -0.84
F 1.46 -3.07 -1.64
C 0.48 -5.25 -1.25
F 0.66 -5.71 -2.46
C -0.15 -6.04 -0.27
F -0.54 -7.23 -0.58
C -0.40 -5.57 1.04
F -1.01 -6.36 1.89
*
```

- Total energy: -146144.632 eV
- Maximum force: 1.334 eV/A
- Orbital gap (alpha / beta): 3.67 / 3.81 eV
- LUMO energy (alpha / beta): -14.955 / -14.824 eV

ORCA calculation (ωB97M-V with the def2-TZVPD basis set) on the molecule C6H14N2O at a distorted geometry.

```
! RIJCOSX wB97M-V def2-TZVPD def2/J DEFGRID3
* xyz 0 1
C 2.61 -1.29 1.13
C 1.95 -0.18 1.26
C 0.46 -0.13 1.19
C -0.15 0.86 2.22
O -0.30 -1.30 1.39
C 0.13 0.40 -0.47
N -1.01 -0.10 -1.12
C -1.22 0.65 -2.38
N -1.10 -1.55 -1.14
H 3.63 -1.32 1.51
H 2.11 -2.34 1.23
H 2.33 0.86 1.04
H -1.00 1.45 1.85
H 0.77 1.44 2.58
H -0.41 0.25 3.10
H -0.58 -1.73 0.59
H 1.15 0.35 -0.89
H 0.08 1.47 -0.48
H -2.08 0.15 -2.78
H -1.39 1.66 -2.19
H -0.24 0.70 -3.06
H -0.24 -1.85 -1.53
H -2.04 -1.73 -1.49
*
```

- Total energy: -11472.553 eV
- Maximum force: 4.264 eV/A
- Orbital gap: 9.20 eV
- LUMO energy: 0.859 eV

ORCA calculation (ωB97M-V with the def2-TZVPD basis set) on a cluster of 2 separate species, C2H6F2 in total.

```
! RIJCOSX wB97M-V def2-TZVPD def2/J DEFGRID3
* xyz 0 1
C -1.08 0.86 -0.03
C -0.66 -0.59 -0.09
F -1.78 -1.40 0.00
H -1.75 1.10 -0.86
H -0.20 1.52 -0.09
H -1.60 1.07 0.91
H -0.14 -0.82 -1.03
H 0.01 -0.84 0.75
F 3.28 -0.51 -0.10
H 3.94 -0.39 0.54
*
```

- Total energy: -7606.171 eV
- Maximum force: 0.569 eV/A
- Orbital gap: 12.51 eV
- LUMO energy: 0.866 eV

Q: total energy of number 3 (C2H6F2)?
A: -7606.171 eV

Copy entry 3 word for word.
ORCA calculation (ωB97M-V with the def2-TZVPD basis set) on a cluster of 2 separate species, C2H6F2 in total.

```
! RIJCOSX wB97M-V def2-TZVPD def2/J DEFGRID3
* xyz 0 1
C -1.08 0.86 -0.03
C -0.66 -0.59 -0.09
F -1.78 -1.40 0.00
H -1.75 1.10 -0.86
H -0.20 1.52 -0.09
H -1.60 1.07 0.91
H -0.14 -0.82 -1.03
H 0.01 -0.84 0.75
F 3.28 -0.51 -0.10
H 3.94 -0.39 0.54
*
```

- Total energy: -7606.171 eV
- Maximum force: 0.569 eV/A
- Orbital gap: 12.51 eV
- LUMO energy: 0.866 eV